C47H33N2OP2ReS3 | ωB97M-V with the def2-TZVPD basis set

Cartesian coordinates (Å):
Re  0.003  -0.582  0.696
O  -0.026  -3.579  -0.453
S  0.041  -2.260  -1.066
C  1.429  -2.116  -2.143
C  1.793  -3.177  -2.962
C  2.913  -3.025  -3.761
C  3.644  -1.841  -3.717
C  3.283  -0.810  -2.864
C  2.155  -0.940  -2.056
P  1.657  0.342  -0.843
C  0.972  1.670  -1.868
C  -0.372  2.015  -1.771
C  -0.919  2.967  -2.617
C  -0.127  3.583  -3.573
C  1.215  3.240  -3.683
C  1.762  2.287  -2.842
C  3.264  0.873  -0.214
C  4.108  -0.104  0.317
C  5.361  0.247  0.788
C  5.783  1.570  0.715
C  4.948  2.540  0.182
C  3.683  2.198  -0.274
C  -1.409  -2.068  -2.097
C  -1.444  -2.365  -3.447
C  -2.668  -2.329  -4.105
C  -3.830  -2.019  -3.414
C  -3.783  -1.721  -2.058
C  -2.564  -1.738  -1.393
P  -2.401  -1.313  0.361
C  -2.767  -2.764  1.354
C  -3.209  -3.931  0.732
C  -3.455  -5.062  1.493
C  -3.252  -5.038  2.864
C  -2.800  -3.881  3.485
C  -2.551  -2.746  2.735
C  -3.559  0.027  0.686
C  -3.645  1.085  -0.222
C  -4.482  2.152  0.046
C  -5.230  2.174  1.218
C  -5.153  1.120  2.115
C  -4.320  0.042  1.852
H  1.232  -4.103  -2.943
H  3.232  -3.834  -4.403
H  4.525  -1.735  -4.334
H  3.908  0.071  -2.798
H  -0.998  1.561  -1.014
H  -1.965  3.232  -2.525
H  -0.550  4.328  -4.232
H  1.839  3.717  -4.428
H  2.809  2.037  -2.945
H  3.800  -1.143  0.354
H  6.012  -0.510  1.202
H  6.767  1.842  1.073
H  5.273  3.570  0.130
H  3.025  2.970  -0.650
H  -0.541  -2.607  -3.991
H  -2.709  -2.545  -5.164
H  -4.778  -1.999  -3.934
H  -4.690  -1.460  -1.527
H  -3.354  -3.968  -0.338
H  -3.799  -5.966  1.010
H  -3.441  -5.926  3.453
H  -2.640  -3.864  4.554
H  -2.197  -1.853  3.234
H  -3.089  1.059  -1.152
H  -4.566  2.964  -0.664
H  -5.885  3.010  1.424
H  -5.749  1.129  3.017
H  -4.284  -0.788  2.546
S  1.488  -1.778  1.926
C  1.226  -1.188  3.543
C  2.119  -1.726  4.517
N  2.834  -2.166  5.300
C  0.328  -0.230  3.880
S  -0.785  0.432  2.669
C  0.207  0.320  5.182
N  0.057  0.779  6.225
C  0.340  1.119  1.421
C  1.105  2.329  1.661
C  2.240  2.277  2.476
C  2.915  3.443  2.785
C  2.481  4.656  2.269
C  1.360  4.712  1.450
C  0.659  3.555  1.155
H  2.601  1.327  2.849
H  3.787  3.405  3.425
H  3.014  5.566  2.512
H  1.021  5.662  1.059
H  -0.233  3.595  0.543

Atoms 1-6, force components in eV/Å:
Re 0.2 -0.5 0.4
O 0.0 -0.3 0.1
S 0.1 0.4 -0.3
C -0.1 0.1 0.1
C 0.0 0.0 0.0
C 0.0 0.0 0.0

## Properties
Total charge: +2
LUMO (eV): -7.31
E_HOMO (eV): -13.70
ΔE to the lowest compared entry with this formula, charge and spin (kcal/mol): 0.0

=====

C5H10N2 | ωB97M-V with the def2-TZVPD basis set

Cartesian coordinates (Å):
C  -1.324  -0.980  1.370
C  -1.096  -0.404  0.009
C  0.217  0.355  0.001
C  0.985  0.360  -1.144
N  1.996  1.073  -1.653
C  1.963  2.351  -1.610
N  -0.562  -2.223  1.633
H  -2.379  -1.041  1.448
H  -1.040  -0.182  2.261
H  -1.402  -1.136  -0.804
H  -1.758  0.492  -0.060
H  0.417  0.934  0.883
H  0.832  -0.503  -1.760
H  1.099  3.080  -1.457
H  2.759  2.987  -1.797
H  0.361  -2.069  1.286
H  -1.065  -3.093  1.396

Atoms 1-6, force components in eV/Å:
C 1.3 0.6 3.5
C 1.1 1.3 -0.7
C -1.1 -0.7 -0.8
C 0.5 -1.9 -1.3
N -0.9 2.2 1.7
C -1.6 1.0 0.0

## Properties
Multiplicity: 2
Total charge: +1
LUMO (spin up / spin down) (eV): -5.12 / -7.99
E_HOMO (spin up / spin down) (eV): -13.21 / -12.96
ΔE to the lowest compared entry with this formula, charge and spin (kcal/mol): 34.5

=====

C5H15N2O | ωB97M-V with the def2-TZVPD basis set

Cartesian coordinates (Å):
N  -3.729  1.583  -2.151
C  -1.851  -2.471  1.173
C  -2.982  -2.478  0.501
N  1.953  1.882  1.208
C  3.604  0.673  -0.047
C  2.342  0.627  0.772
C  1.142  -0.266  -0.056
O  0.106  -0.299  0.660
H  -2.894  1.483  -2.701
H  -3.696  2.356  -1.498
H  -4.541  1.587  -2.733
H  -0.976  -1.907  0.806
H  -1.671  -3.008  2.099
H  -3.964  -2.591  0.923
H  -3.014  -2.533  -0.564
H  2.054  2.539  0.428
H  4.489  0.941  0.521
H  3.865  -0.333  -0.345
H  3.549  1.318  -0.912
H  2.582  0.005  1.630
H  1.704  -1.192  -0.081
H  0.963  0.167  -1.055
H  0.963  1.917  1.424

Atoms 1-6, force components in eV/Å:
N 0.3 -0.5 0.7
C 0.7 0.1 0.3
C -0.5 -0.6 -0.2
N -1.4 -0.6 -2.7
C -0.1 -0.9 -0.9
C 4.0 2.4 3.1

## Properties
Total charge: +1
LUMO (eV): -8.57
E_HOMO (eV): -12.06
ΔE to the lowest compared entry with this formula, charge and spin (kcal/mol): 184.3

=====

C15H14BClF2FeN2O9 | ωB97M-V with the def2-TZVPD basis set

Cartesian coordinates (Å):
Fe  0.454  0.266  -0.309
O  -3.406  1.016  -1.241
C  -2.293  1.258  -0.814
O  -1.204  0.667  -1.212
C  -2.069  2.382  0.199
C  -0.789  3.148  -0.148
C  -0.711  4.465  0.629
C  -0.333  3.966  2.047
C  -0.317  2.453  1.840
O  0.213  2.343  0.505
C  -1.737  1.894  1.656
C  -1.702  0.378  1.852
O  -2.530  -0.169  2.561
O  -0.710  -0.228  1.277
H  -2.953  3.016  0.178
H  -0.570  3.210  -1.209
H  0.065  5.111  0.220
H  -1.661  4.998  0.601
H  0.662  4.310  2.326
H  -1.042  4.264  2.818
H  0.309  1.889  2.525
H  -2.441  2.291  2.385
O  3.334  2.584  0.772
Cl  3.445  1.222  0.278
O  4.521  0.517  0.957
O  2.161  0.492  0.760
O  1.353  0.446  -1.952
F  2.842  0.425  -3.757
B  2.320  -0.125  -2.641
F  2.874  -1.316  -2.320
N  1.133  -3.662  1.006
C  1.280  -2.318  0.932
N  0.752  -1.828  -0.152
C  0.204  -2.897  -0.842
C  -0.494  -2.923  -2.045
C  -0.929  -4.153  -2.495
C  -0.682  -5.330  -1.769
C  0.004  -5.311  -0.569
C  0.439  -4.068  -0.123
H  1.452  -4.242  1.759
H  1.786  -1.729  1.680
H  -0.692  -2.005  -2.583
H  -1.480  -4.216  -3.424
H  -1.044  -6.274  -2.155
H  0.184  -6.217  -0.006

Atoms 1-6, force components in eV/Å:
Fe -0.6 0.3 0.6
O 0.0 0.0 0.1
C 0.0 -0.1 -0.1
O -0.2 -0.1 -0.3
C -0.1 -0.1 0.1
C -0.1 0.1 0.0

## Properties
Multiplicity: 6
Total charge: -1
LUMO (spin up / spin down) (eV): 2.60 / 2.17
E_HOMO (spin up / spin down) (eV): -6.28 / -6.32
ΔE to the lowest compared entry with this formula, charge and spin (kcal/mol): 0.0

=====

C6H14AlNO3 | ωB97M-V with the def2-TZVPD basis set

Cartesian coordinates (Å):
Al  -23.796  1.714  -3.643
C  -19.695  4.600  -4.124
C  -20.559  3.718  -5.050
O  -20.608  4.029  -6.245
O  -21.374  2.899  -4.627
H  -19.199  5.384  -4.695
H  -18.842  4.111  -3.654
H  -20.307  5.205  -3.454
C  -22.738  6.538  -1.951
C  -22.661  5.061  -2.276
C  -21.959  4.154  -1.193
O  -22.163  2.752  -1.402
C  -21.663  1.836  -0.381
N  -24.049  4.566  -2.441
H  -21.801  7.094  -1.954
H  -23.271  6.689  -1.012
H  -23.298  6.995  -2.767
H  -22.157  4.857  -3.221
H  -22.400  4.191  -0.197
H  -20.897  4.377  -1.099
H  -21.582  2.134  0.664
H  -20.616  1.663  -0.630
H  -22.183  0.890  -0.529
H  -24.612  4.869  -1.660
H  -24.385  5.155  -3.190

Atoms 1-6, force components in eV/Å:
Al 0.2 0.7 0.5
C 0.0 -0.4 -1.1
C 3.0 4.3 2.3
O -0.7 -1.3 -0.2
O -1.9 -1.9 -0.6
H 0.1 0.2 -0.7

## Properties
Total charge: +2
LUMO (eV): -14.13
E_HOMO (eV): -17.63
ΔE to the lowest compared entry with this formula, charge and spin (kcal/mol): 123.1

=====

C4H3BeF3NO6S2 | ωB97M-V with the def2-TZVPD basis set

Cartesian coordinates (Å):
N  1.772  0.353  0.788
S  0.922  0.640  2.206
O  1.847  0.458  3.345
O  -0.434  0.026  2.313
S  1.172  0.103  -0.622
O  -0.312  -0.124  -0.598
O  2.018  0.915  -1.507
C  1.542  -1.558  -1.435
F  0.751  -1.775  -2.475
F  2.791  -1.641  -1.870
F  1.370  -2.519  -0.539
Be  -1.015  -0.341  0.771
C  -2.648  2.095  0.779
O  -2.104  0.888  1.293
C  -2.491  -0.440  0.601
C  -3.667  -0.802  0.194
O  -4.743  -1.215  -0.111
H  -2.242  2.917  1.380
H  -2.335  2.247  -0.264
H  -3.747  2.050  0.791

Atoms 1-6, force components in eV/Å:
N -0.7 -2.6 -1.6
S 1.8 7.2 1.8
O -0.4 -2.0 -0.7
O 0.5 -5.0 -0.7
S 5.1 0.2 1.2
O 0.3 1.0 -0.9

## Properties
Total charge: -1
LUMO (eV): 2.90
E_HOMO (eV): -3.75
ΔE to the lowest compared entry with this formula, charge and spin (kcal/mol): 0.0